# C46H129N9O14

A cluster of 14 separate species, C46H129N9O14 in total in a non-equilibrium geometry (ωB97M-V/def2-TZVPD, OMol25).

Cartesian coordinates (Å):
C 1.210 -2.204 -0.946
C 0.421 -1.697 0.289
C -0.555 -0.549 -0.039
O -0.024 0.676 -0.652
C 0.637 1.537 0.157
N -0.245 -2.740 0.941
H 1.791 -3.116 -0.809
H 1.849 -1.370 -1.238
H 0.400 -2.446 -1.634
H 1.119 -1.299 1.026
H -1.318 -0.344 0.712
H -1.271 -0.997 -0.728
H 0.364 2.575 -0.036
H 1.688 1.504 -0.131
H 0.692 1.223 1.199
H -1.087 -3.084 0.502
H 0.330 -3.543 1.154
C 1.186 2.978 3.041
C 1.000 3.999 4.195
C 1.542 5.432 3.862
O 1.193 6.326 4.879
C 1.684 7.621 4.582
N -0.418 4.130 4.305
H 0.694 3.402 2.166
H 0.683 2.040 3.277
H 2.237 2.870 2.770
H 1.323 3.616 5.163
H 1.125 5.776 2.916
H 2.618 5.353 3.705
H 1.453 8.016 3.592
H 2.772 7.683 4.590
H 1.339 8.374 5.292
H -0.650 4.640 5.146
H -0.816 4.696 3.570
C -0.145 9.048 0.199
C -1.597 8.452 0.053
C -2.099 7.715 1.396
O -1.256 6.691 1.820
C -1.390 5.512 0.952
N -2.531 9.541 -0.249
H 0.471 8.220 0.550
H -0.131 9.794 0.994
H 0.171 9.441 -0.767
H -1.717 7.813 -0.822
H -3.074 7.275 1.189
H -2.285 8.403 2.220
H -0.967 4.669 1.500
H -0.773 5.680 0.069
H -2.411 5.352 0.606
H -3.425 9.084 -0.358
H -2.315 9.833 -1.191
C 1.899 -3.507 -4.261
C 2.639 -4.753 -4.433
C 3.790 -5.134 -3.396
O 4.916 -4.108 -3.318
C 6.190 -4.768 -3.027
N 1.768 -5.939 -4.514
H 2.490 -2.775 -3.711
H 0.925 -3.588 -3.779
H 1.841 -2.973 -5.209
H 3.091 -4.595 -5.412
H 4.079 -6.184 -3.398
H 3.302 -5.059 -2.424
H 5.924 -5.339 -2.138
H 7.004 -4.054 -2.902
H 6.433 -5.460 -3.834
H 1.177 -6.118 -5.314
H 2.318 -6.750 -4.757
C 5.019 -1.612 6.124
C 5.853 -2.625 5.303
C 5.123 -3.232 4.078
O 4.016 -4.068 4.476
C 3.299 -4.750 3.481
N 7.063 -2.071 4.762
H 5.544 -1.529 7.076
H 3.996 -1.930 6.325
H 4.839 -0.643 5.659
H 6.221 -3.473 5.881
H 5.831 -3.779 3.456
H 4.691 -2.447 3.457
H 2.710 -4.098 2.835
H 2.667 -5.496 3.963
H 3.784 -5.433 2.784
H 7.728 -2.774 4.473
H 7.607 -1.564 5.445
C -4.063 1.638 6.308
C -3.295 1.165 5.037
C -3.943 1.564 3.651
O -3.131 1.239 2.538
C -3.350 1.832 1.283
N -1.895 1.585 5.085
H -4.229 2.713 6.239
H -3.794 1.206 7.271
H -5.004 1.116 6.134
H -3.118 0.091 5.081
H -4.053 2.647 3.716
H -4.892 1.052 3.490
H -2.821 2.748 1.024
H -4.421 1.748 1.096
H -3.019 1.156 0.495
H -1.855 2.578 4.903
H -1.645 1.198 4.186
C -2.798 -4.123 -0.742
C -3.650 -5.148 -1.612
C -4.524 -6.010 -0.592
O -4.880 -7.201 -1.253
C -5.885 -7.943 -0.589
N -4.371 -4.308 -2.507
H -2.239 -4.764 -0.060
H -3.414 -3.454 -0.141
H -2.129 -3.468 -1.299
H -3.043 -5.808 -2.232
H -5.313 -5.434 -0.108
H -3.813 -6.335 0.167
H -5.524 -8.518 0.264
H -6.357 -8.736 -1.168
H -6.642 -7.219 -0.287
H -5.094 -4.883 -2.915
H -4.994 -3.740 -1.951
C -1.920 -1.520 -3.806
C -1.284 -1.665 -5.118
C -1.618 -2.900 -5.883
O -0.582 -3.062 -6.907
C -1.067 -2.871 -8.251
N -1.425 -0.417 -5.920
H -1.541 -2.305 -3.150
H -3.004 -1.524 -3.688
H -1.551 -0.642 -3.277
H -0.229 -1.823 -4.896
H -2.694 -2.862 -6.054
H -1.464 -3.796 -5.281
H -1.962 -2.248 -8.281
H -1.431 -3.839 -8.594
H -0.322 -2.468 -8.937
H -0.951 -0.684 -6.771
H -0.723 0.213 -5.559
C -1.765 3.046 -4.065
C -1.009 3.806 -2.951
C -1.206 5.312 -3.023
O -0.942 5.895 -4.260
C 0.423 5.781 -4.612
N -1.495 3.403 -1.523
H -1.246 3.144 -5.018
H -2.800 3.380 -4.136
H -1.748 1.994 -3.778
H 0.048 3.554 -2.872
H -0.537 5.823 -2.330
H -2.153 5.669 -2.617
H 0.629 6.185 -5.603
H 0.764 4.751 -4.718
H 1.010 6.349 -3.891
H -1.082 2.500 -1.335
H -2.487 3.215 -1.554
C 2.507 4.855 0.036
C 2.858 5.801 -1.094
O 2.610 5.091 -2.262
H 1.454 4.688 -0.193
H 2.738 5.288 1.009
H 3.082 3.943 -0.122
H 3.924 6.027 -1.067
H 2.252 6.704 -1.029
H 3.343 5.279 -2.852
C -0.231 -7.410 -0.480
C 0.984 -6.572 -0.272
O 0.599 -5.808 0.835
H -1.054 -6.851 -0.925
H -0.563 -7.918 0.425
H -0.105 -8.325 -1.059
H 1.299 -5.961 -1.118
H 1.817 -7.138 0.144
H 0.414 -6.467 1.507
C -4.333 -2.275 3.989
C -3.817 -3.384 3.133
O -4.573 -3.683 2.047
H -4.134 -1.266 3.629
H -3.952 -2.318 5.009
H -5.391 -2.486 4.148
H -3.543 -4.283 3.685
H -2.874 -3.048 2.701
H -4.974 -2.949 1.576
C 3.482 0.848 -5.117
C 2.148 0.208 -4.656
O 1.081 1.189 -4.782
H 4.266 0.093 -5.058
H 3.565 1.793 -4.580
H 3.398 0.960 -6.198
H 2.201 -0.053 -3.599
H 1.858 -0.752 -5.084
H 1.215 1.914 -4.167
C 2.320 -0.343 4.059
C 1.044 -0.802 4.649
O 1.110 -1.567 5.846
H 2.203 0.165 3.102
H 3.064 -1.125 3.910
H 2.822 0.253 4.821
H 0.595 -1.311 3.795
H 0.328 0.006 4.801
H 0.253 -1.559 6.279

Results
Electronic energy = -91857.3144 eV
Relative energy (zero: lowest compared OMol25 entry of this formula, charge and spin) = 771.7 kJ/mol
Molecular weight = 1032.59 g mol⁻¹